[1]
Formula: C10H9Br
Source: the OMol25 dataset
Level of theory: wB97M-V/def2-TZVPD

```
20
Properties=species:S:1:pos:R:3:forces:R:3
C -1.154 2.455 0.498 0.298 -0.463 2.527
C -0.169 1.436 -0.073 -1.340 2.495 0.396
C 1.061 1.755 -0.481 -0.152 -2.498 -0.419
C 1.704 0.388 -0.840 2.441 2.900 -2.356
Br 3.381 0.131 0.164 0.063 0.081 -0.037
C 0.728 -0.602 -0.476 0.963 -1.602 -0.154
C 0.911 -1.967 -0.387 2.356 0.048 0.309
C -0.056 -2.679 0.266 -1.600 -1.881 -1.237
C -1.370 -2.170 0.369 -0.408 -0.194 1.821
C -1.439 -0.782 0.357 -2.532 -0.045 -0.627
C -0.392 -0.003 -0.008 0.712 0.560 -0.525
H -1.623 1.863 1.365 0.245 1.116 -1.061
H -1.981 2.928 -0.065 0.683 -0.604 -0.201
H -0.551 3.269 1.020 -0.852 -0.846 -0.853
H 1.492 2.733 -0.595 0.191 -0.012 -0.007
H 2.064 0.414 -1.948 -0.745 -0.323 1.871
H 1.935 -2.408 -0.644 -1.709 0.543 0.429
H 0.124 -3.732 0.436 -0.094 -0.116 0.072
H -2.302 -2.807 0.668 2.083 1.217 -0.610
H -2.362 -0.223 0.372 -0.601 -0.377 0.660
```
Positions in Å, forces in eV/Å.

Properties
HOMO in eV: -8.6535
Calculated total energy in hartree: -2960.42070
Total charge: 0
Frontier orbital gap in eV: 9.0
Largest force on an atom in eV/Å: 4.46

---

[2]
Formula: C10H9Cl3EuI2O6STl
Source: the OMol25 dataset
Level of theory: wB97M-V/def2-TZVPD

```
33
Properties=species:S:1:pos:R:3:forces:R:3
I -0.229 -0.583 4.112 -0.707 -1.451 -0.373
I -1.515 -2.789 2.829 0.735 1.484 0.949
Tl 0.047 -2.086 -0.650 -2.320 0.787 1.357
Eu 1.605 0.507 1.295 0.291 -1.698 0.166
S -1.223 0.053 0.775 1.776 0.176 -0.367
C 1.142 3.137 0.101 0.078 3.910 -0.101
C 4.121 1.156 0.624 3.421 3.734 0.450
C -2.162 1.335 -0.216 -1.277 0.689 -1.064
C -3.475 0.567 -0.453 0.160 -0.441 0.571
C -1.623 1.871 -1.540 0.615 -0.190 -0.302
C -2.318 2.492 0.776 0.450 -0.536 0.795
C 1.398 -3.207 -1.977 2.436 -4.675 -4.861
C -1.575 -1.237 -2.686 -2.694 -1.020 -4.324
O 5.087 1.783 0.663 -3.576 -2.756 -0.388
O 1.066 4.271 -0.047 0.237 -4.149 0.366
O 1.604 -4.024 -2.759 -0.784 3.216 3.135
O -2.236 -1.411 -3.616 2.558 0.792 3.697
H -4.284 1.228 -0.800 0.320 -0.279 0.022
H -3.739 0.109 0.516 -0.506 0.235 -0.468
H -3.288 -0.268 -1.155 -0.396 0.558 0.188
H -2.378 2.581 -1.958 0.513 -0.552 0.368
H -1.455 1.078 -2.287 -0.152 0.448 0.252
H -0.675 2.427 -1.423 -0.451 -0.155 -0.086
H -3.101 3.208 0.460 0.415 -0.410 0.080
H -1.347 3.005 0.917 -0.562 0.056 -0.168
H -2.574 2.049 1.748 -0.345 0.527 -0.005
Cl 4.885 -3.773 0.686 0.250 0.588 -0.169
C 3.935 -2.347 0.818 -1.106 -1.595 0.898
Cl 4.472 -1.222 2.111 -0.128 -0.282 0.144
Cl 3.830 -1.367 -0.706 -0.173 -0.535 0.002
C 2.433 -2.824 1.232 -0.803 -1.714 -0.630
O 1.951 -3.944 1.355 2.107 2.435 -0.420
O 1.621 -1.773 1.255 -0.383 2.801 0.284
```
Positions in Å, forces in eV/Å.

Properties
HOMO (spin up / spin down) in eV: -21.7063 / -22.5148
Calculated total energy in hartree: -4092.97417
Total charge: +4
Multiplicity: 7
Frontier orbital gap (spin up / spin down) in eV: 5.4 / 5.1
Largest force on an atom in eV/Å: 7.17

---

[3]
Formula: C10H9F3N2
Source: the OMol25 dataset
Level of theory: wB97M-V/def2-TZVPD

```
24
Properties=species:S:1:pos:R:3:forces:R:3
N -1.923 -3.935 -4.053 -0.160 -1.545 -1.658
C -1.721 -3.066 -3.354 -0.191 1.111 0.639
C -1.649 -2.164 -2.274 0.464 -0.668 1.199
C -0.725 -1.201 -2.177 -0.841 -2.154 -4.232
C -0.397 -0.476 -1.059 2.375 2.587 1.759
N 0.345 0.679 -1.257 -1.183 -1.132 -0.570
C -0.703 -0.902 0.188 -0.442 0.401 0.240
C -0.631 -0.208 1.433 -0.053 -0.363 1.348
C 0.219 0.700 1.940 1.364 0.837 0.069
C 1.559 1.206 1.583 -1.551 0.531 0.075
C 2.369 0.647 0.717 1.334 -2.545 -2.060
C 3.717 1.155 0.237 -0.859 2.896 3.980
F 4.297 0.575 -0.736 0.609 -1.657 -1.624
F 3.567 2.454 -0.066 -0.613 1.186 -1.373
F 4.621 1.309 1.276 -0.057 -1.444 -0.069
H -2.193 -2.611 -1.436 -0.022 0.799 -0.034
H -0.214 -1.029 -3.155 -0.141 0.275 1.053
H 0.891 1.061 -1.991 -0.189 -0.622 -1.261
H 0.454 1.213 -0.476 0.279 1.556 2.367
H -1.290 -1.780 0.223 -0.503 -0.776 0.037
H -1.349 -0.525 2.233 0.194 0.238 -1.177
H -0.038 1.176 2.862 -0.588 -0.182 0.633
H 1.769 2.150 2.063 0.489 0.052 0.078
H 2.068 -0.299 0.217 0.286 0.618 0.580
```
Positions in Å, forces in eV/Å.

Properties
HOMO (spin up / spin down) in eV: -8.3531 / -8.3528
Calculated total energy in hartree: -795.46043
Total charge: 0
Frontier orbital gap (spin up / spin down) in eV: 7.4 / 7.4
Largest force on an atom in eV/Å: 5.00

---

[4]
Formula: C10H9F5N4ReS
Source: the OMol25 dataset
Level of theory: wB97M-V/def2-TZVPD

```
30
Properties=species:S:1:pos:R:3:forces:R:3
Re -0.134 -0.148 0.472 0.216 0.041 0.111
C 0.919 3.690 2.049 0.006 -0.002 -0.039
C 0.452 2.306 1.846 -0.051 -0.129 0.113
N 0.638 1.671 0.714 0.068 0.164 -0.022
N 1.375 2.316 -0.258 -0.055 -0.195 -0.068
C 1.878 1.470 -1.105 -0.006 0.130 0.027
N 2.621 1.835 -2.134 -0.013 0.032 0.010
S 1.590 -0.301 -0.873 0.025 -0.065 0.037
C -0.201 1.489 2.887 0.041 0.145 -0.111
C -0.528 1.923 4.150 0.028 0.015 -0.031
C -1.112 1.020 5.044 0.007 -0.019 -0.033
C -1.338 -0.284 4.649 0.016 -0.033 -0.038
C -0.980 -0.664 3.362 -0.022 -0.016 0.151
N -0.432 0.203 2.505 -0.104 -0.183 -0.073
H 1.953 3.782 1.713 -0.001 -0.001 0.011
H 0.833 4.010 3.081 -0.006 0.012 -0.003
H 0.332 4.356 1.409 0.016 0.011 0.007
H 2.802 2.816 -2.298 0.008 -0.008 -0.007
H 3.032 1.164 -2.764 -0.001 -0.004 0.005
H -0.339 2.942 4.450 -0.010 0.003 0.001
H -1.379 1.346 6.040 -0.006 0.001 0.005
H -1.786 -1.010 5.312 0.005 0.004 0.009
H -1.139 -1.675 3.008 -0.006 0.009 0.001
F -1.854 -0.503 -1.890 -0.071 -0.074 0.071
C -1.790 0.089 -0.723 0.229 0.375 -0.278
F -2.306 -0.773 0.288 -0.196 -0.114 0.085
C -2.532 1.440 -0.709 -0.133 -0.073 0.059
F -3.756 1.323 -1.165 0.036 0.029 0.034
F -1.835 2.296 -1.445 -0.025 -0.048 0.016
F -2.558 1.880 0.564 0.008 -0.006 -0.049
```
Positions in Å, forces in eV/Å.

Properties
HOMO (spin up / spin down) in eV: -16.1378 / -16.3471
Calculated total energy in hartree: -1580.64171
Total charge: +2
Multiplicity: 2
Frontier orbital gap (spin up / spin down) in eV: 7.0 / 6.6
Largest force on an atom in eV/Å: 0.52

---

[5]
Formula: C10H9FN4
Source: the OMol25 dataset
Level of theory: wB97M-V/def2-TZVPD

```
24
Properties=species:S:1:pos:R:3:forces:R:3
C 0.200 -1.282 0.396 -0.322 1.105 -1.303
C -3.515 0.607 0.104 0.382 -0.052 -1.117
C -2.520 -0.335 0.247 -1.486 0.336 1.050
C 2.721 0.463 0.806 0.437 2.178 0.196
C 2.987 1.646 1.412 -0.451 -2.577 -3.442
C 2.170 0.050 -1.645 -2.850 0.439 -2.347
C 2.997 0.306 -0.623 1.745 -1.057 1.028
C 0.723 0.109 -1.580 3.400 0.596 -1.348
C -0.194 -0.303 -0.589 0.533 -2.753 3.614
C -2.669 -1.654 0.900 4.064 -0.555 -2.302
N 0.583 -1.962 1.246 0.090 -0.495 0.227
N -3.016 1.549 -0.786 -0.938 0.508 0.697
N -1.814 1.300 -1.080 0.325 0.430 -0.681
N -1.452 0.141 -0.456 -1.223 0.701 -0.085
F 4.329 0.300 -0.862 0.000 0.180 -0.412
H -4.587 0.623 0.424 1.445 -0.094 -0.269
H 2.276 -0.338 1.314 -0.574 -0.849 0.610
H 2.547 1.769 2.337 -0.049 0.896 2.041
H 2.511 0.011 -2.748 -0.028 0.261 2.169
H 3.371 2.348 0.691 0.202 0.964 0.786
H 0.308 0.573 -2.416 -0.893 0.097 -1.524
H -1.800 -1.857 1.567 -1.160 -0.058 -0.097
H -3.600 -1.694 1.316 -2.268 -0.445 1.288
H -2.554 -2.369 0.025 -0.383 0.245 1.223
```
Positions in Å, forces in eV/Å.

Properties
HOMO (spin up / spin down) in eV: -6.5728 / -9.9035
Calculated total energy in hartree: -705.11139
Total charge: 0
Multiplicity: 3
Frontier orbital gap (spin up / spin down) in eV: 7.3 / 7.0
Largest force on an atom in eV/Å: 4.70

---

[6]
Formula: C10H9I
Source: the OMol25 dataset
Level of theory: wB97M-V/def2-TZVPD

```
20
Properties=species:S:1:pos:R:3:forces:R:3
C 2.096 1.104 -2.139 -2.505 -1.634 -0.418
C 2.412 0.817 -0.868 -1.205 0.057 -1.692
C 1.621 0.038 0.079 -0.193 -1.140 -0.556
C 1.854 -0.757 1.158 -1.282 1.462 -1.498
C 0.379 -1.129 1.339 -0.286 0.506 -1.418
C -0.526 0.021 1.921 0.693 -1.752 1.035
I -1.102 0.516 3.845 0.083 -0.095 -0.106
C -0.732 0.616 0.783 -0.899 1.836 -3.171
C 0.121 -0.324 -0.079 1.138 0.429 2.869
H 2.636 1.471 -2.995 0.993 0.705 0.675
H 1.131 0.759 -2.554 0.199 -0.011 0.534
H 3.315 1.240 -0.656 2.637 0.528 1.545
H 2.756 -0.971 1.668 0.560 -0.191 0.710
H 0.088 -2.193 1.331 -0.045 0.652 0.545
H -1.302 1.517 0.385 0.996 -1.055 1.074
H -0.207 -0.812 -0.983 -0.286 -0.059 -0.035
C -3.890 -0.826 -0.972 -0.686 -0.471 -0.898
C -3.492 -0.139 -0.072 1.187 0.590 0.502
H -4.310 -1.398 -1.812 0.452 0.602 1.057
H -2.851 0.450 0.619 -1.552 -0.959 -0.752
```
Positions in Å, forces in eV/Å.

Properties
HOMO in eV: -8.7068
Calculated total energy in hartree: -683.88643
Total charge: 0
Frontier orbital gap in eV: 9.2
Largest force on an atom in eV/Å: 3.77